1.
13
Properties=species:S:1:pos:R:3:forces:R:3:lowdin_charge:R:1 method="wB97M-V/def2-TZVPD" relative_energy_ev=1.002 charge=0 homo_lumo_gap_ev=9.77 max_force_ha_per_bohr=0.00849 energy_ha=-340.758084
C -2.66122 0.12448 0.01881 0.1 0.0 0.2 0.032
C -1.36582 -0.05355 0.28487 0.0 0.0 -0.2 -0.144
C -0.44012 -0.39963 -0.81100 0.2 0.0 -0.1 -0.143
N 0.83069 -0.28841 -0.88096 -0.3 0.0 0.1 0.112
C 1.52017 0.33892 0.19763 -0.1 0.1 0.3 -0.604
N 2.78942 -0.13746 0.29938 0.0 0.0 0.0 0.158
O 1.06143 1.20389 0.92411 0.2 -0.3 -0.3 0.043
H -3.08030 0.06622 -0.98839 0.2 -0.1 0.2 0.067
H -3.35550 0.36752 0.81617 0.0 0.0 -0.1 0.060
H -0.94992 0.07639 1.28204 -0.2 0.0 -0.2 0.101
H -0.91786 -0.84363 -1.69106 0.0 0.1 0.1 0.115
H 3.41428 0.28491 0.96761 -0.1 0.0 -0.1 0.107
H 3.15475 -0.73965 -0.41919 -0.1 0.1 0.1 0.096

***

2.
13
Properties=species:S:1:pos:R:3:forces:R:3:lowdin_charge:R:1 method="wB97M-V/def2-TZVPD" relative_energy_ev=4.112 charge=0 homo_lumo_gap_ev=9.86 max_force_ha_per_bohr=0.01070 energy_ha=-340.643808
O -1.09462 0.64856 1.57200 0.0 0.1 0.1 0.088
C -0.61913 0.57365 0.29385 0.1 0.1 0.1 -0.600
N -0.29348 1.72501 -0.50318 -0.1 0.2 0.0 0.143
C 0.76676 0.70125 -0.17577 0.3 -0.1 0.0 -0.150
C 0.48569 -0.50286 -1.02475 0.2 0.0 -0.4 -0.171
C -0.07978 -1.60549 -0.20635 0.1 -0.2 0.1 -0.094
N -0.96859 -0.52429 -0.61108 -0.2 0.1 0.1 0.076
H -0.17723 2.48869 0.16595 0.1 0.0 -0.2 0.105
H -0.33674 0.37584 2.09996 -0.4 0.0 0.4 0.110
H 1.68905 1.00646 0.31080 -0.2 -0.1 0.0 0.139
H 0.77118 -0.63200 -2.06274 -0.1 0.0 0.1 0.133
H -0.29832 -2.54167 -0.71166 0.1 0.1 0.0 0.109
H 0.15521 -1.71316 0.85297 0.1 0.1 -0.2 0.112